Here is 2 unconnected molecules or ions with the total composition C4H12S2 from the Open Molecules 2025 dataset. Energies are from ωB97M-V/def2-TZVPD.

Summary:
energy relative to the best compared isomer or geometry (same formula, charge and spin) = 1.236 eV
SMILES = CCS.CSC
net charge = 0
DFT total energy = -955.91904 Ha
frontier orbital gap = 9.30 eV
maximum force = 4.146 eV Å⁻¹

Bonds (Å) are listed after each position.
Positions of all 18 atoms, in Å:
1 C -1.488 -2.085 -1.264  C2 1.476, H4 1.084, H5 1.101, H6 1.076
2 C -1.668 -0.671 -0.883  C1 1.476, S3 1.936, H7 1.115, H8 1.199
3 S -2.587 -0.410 0.801  C2 1.936, H9 1.279
4 H -2.333 -2.737 -1.457  C1 1.084
5 H -1.015 -2.514 -0.367  C1 1.101
6 H -0.906 -2.036 -2.167  C1 1.076
7 H -0.690 -0.161 -0.722  C2 1.115
8 H -2.271 -0.003 -1.674  C2 1.199
9 H -3.410 0.471 0.375  S3 1.279
10 C 0.905 1.665 0.471  S11 1.815, H13 1.145, H14 1.088, H15 1.177
11 S 2.643 1.271 0.129  C10 1.815, C12 1.811
12 C 2.418 -0.515 -0.068  S11 1.811, H16 1.093, H17 1.147, H18 1.155
13 H 0.460 0.973 1.268  C10 1.145
14 H 0.354 1.683 -0.467  C10 1.088
15 H 0.870 2.714 1.003  C10 1.177
16 H 3.298 -0.978 -0.522  C12 1.093
17 H 2.273 -0.893 1.005  C12 1.147
18 H 1.466 -0.663 -0.705  C12 1.155